Entry 1:
Computed, not measured: a structure of composition C21H16BrN3O6Rb in a non-equilibrium geometry, with ωB97M-V with the def2-TZVPD basis set.

Geometry as ORCA input:
```
! wB97M-V def2-TZVPD RIJCOSX def2/J DEFGRID3
* xyz 1 1
Rb 1.777 -0.306 0.680
O 1.799 -3.671 4.294
C 1.935 -2.557 3.526
O 1.536 -2.498 2.347
C 2.606 -1.433 4.217
C 3.160 -1.550 5.516
C 3.782 -0.413 6.014
C 3.854 0.767 5.273
C 3.256 0.748 3.988
N 2.664 -0.333 3.496
C 3.235 1.871 3.039
O 3.770 3.081 3.390
O 2.737 1.779 1.906
H 1.346 -4.331 3.731
H 3.092 -2.479 6.060
H 4.225 -0.429 6.993
H 4.343 1.639 5.685
H 4.151 3.063 4.286
C -1.069 0.674 2.839
O -0.835 0.399 1.443
C -1.822 0.596 0.529
C -3.139 1.014 0.801
C -4.052 1.161 -0.256
Br -5.793 1.720 0.140
C -3.689 0.909 -1.564
C -2.359 0.487 -1.846
C -1.442 0.325 -0.803
O -0.183 -0.076 -1.056
C -1.956 0.209 -3.175
N -0.700 -0.191 -3.482
C -0.695 -0.369 -4.894
C 0.332 -0.761 -5.717
C 0.039 -0.839 -7.090
C -1.225 -0.536 -7.593
C -2.275 -0.130 -6.754
C -1.987 -0.052 -5.421
N -2.767 0.310 -4.296
H -2.087 0.995 3.044
H -0.382 1.451 3.160
H -0.870 -0.242 3.401
H -3.444 1.239 1.809
H -4.424 1.020 -2.349
H -0.182 -0.212 -2.134
H 1.302 -0.996 -5.304
H 0.809 -1.147 -7.796
H -1.382 -0.602 -8.658
H -3.263 0.106 -7.125
H -3.732 0.592 -4.294
*
```

The calculation puts the orbital gap at 6.6 eV.


Entry 2:
Computed, not measured: a cluster of 14 separate species, C54H90N14O18 in total in a non-equilibrium geometry, with ωB97M-V with the def2-TZVPD basis set.

Geometry as ORCA input:
```
! wB97M-V def2-TZVPD RIJCOSX def2/J DEFGRID3
* xyz 0 1
C 7.090 2.582 -4.005
O 7.751 2.726 -5.037
N 6.290 1.595 -3.760
C 5.429 1.490 -2.614
C 6.077 0.432 -4.643
H 6.974 3.366 -3.240
H 5.626 0.595 -2.024
H 4.375 1.410 -2.880
H 5.389 2.336 -1.927
H 6.528 0.616 -5.618
H 6.475 -0.459 -4.157
H 5.019 0.209 -4.783
C 5.469 -2.552 1.415
O 5.232 -3.721 1.782
N 4.922 -1.436 1.910
C 5.171 -0.143 1.245
C 3.858 -1.492 2.942
H 6.227 -2.379 0.636
H 4.516 -0.065 0.377
H 6.205 -0.200 0.905
H 5.047 0.846 1.687
H 3.507 -2.519 3.040
H 4.236 -1.075 3.876
H 2.953 -1.026 2.552
C -1.574 5.528 -0.353
O -1.757 4.753 0.624
N -1.211 6.775 -0.297
C -0.843 7.441 -1.497
C -0.824 7.380 0.969
H -1.820 5.176 -1.367
H -1.544 7.162 -2.285
H 0.194 7.264 -1.780
H -1.002 8.478 -1.202
H -0.968 6.692 1.802
H 0.220 7.679 0.880
H -1.424 8.263 1.190
C 3.269 1.769 4.712
O 4.400 1.613 5.194
N 3.006 2.331 3.560
C 1.633 2.145 2.990
C 3.972 2.893 2.638
H 2.302 1.567 5.198
H 1.472 1.274 2.355
H 1.237 3.019 2.472
H 0.918 2.095 3.811
H 4.019 2.384 1.676
H 3.696 3.936 2.482
H 4.981 2.824 3.043
C 3.301 6.592 0.549
O 4.132 7.359 1.097
N 3.754 5.491 -0.094
C 2.924 4.739 -1.015
C 5.162 5.106 -0.160
H 2.208 6.607 0.421
H 3.391 4.986 -1.968
H 1.923 5.104 -0.783
H 2.947 3.680 -0.757
H 5.366 5.347 -1.203
H 5.865 5.657 0.463
H 5.268 4.053 0.104
C -3.900 3.415 3.038
O -5.073 3.781 2.988
N -3.309 2.609 3.950
C -1.894 2.242 3.666
C -3.975 2.154 5.219
H -3.124 3.575 2.274
H -1.821 1.285 3.148
H -1.278 2.257 4.565
H -1.407 2.914 2.959
H -4.041 1.069 5.142
H -3.476 2.522 6.115
H -4.966 2.606 5.245
C 1.508 3.547 -4.144
O 0.806 4.545 -4.032
N 0.953 2.319 -4.151
C 1.635 1.095 -4.585
C -0.401 2.006 -3.698
H 2.543 3.545 -4.521
H 1.528 0.893 -5.651
H 1.178 0.229 -4.106
H 2.683 1.052 -4.288
H -0.992 2.891 -3.463
H -0.929 1.501 -4.507
H -0.322 1.405 -2.792
C -0.304 -1.330 3.244
O 0.829 -1.472 2.868
N -0.707 -0.863 4.409
C -2.113 -1.014 4.734
C 0.183 -0.577 5.495
H -1.188 -1.602 2.646
H -2.865 -0.897 3.953
H -2.297 -0.315 5.549
H -2.328 -1.960 5.231
H 0.068 0.445 5.856
H 0.028 -1.291 6.304
H 1.228 -0.693 5.208
C -5.239 -5.735 -0.978
O -5.032 -6.940 -0.976
N -4.439 -4.876 -1.610
C -4.770 -3.479 -1.431
C -3.194 -5.357 -2.193
H -6.147 -5.177 -0.700
H -5.254 -3.089 -2.326
H -3.820 -2.955 -1.326
H -5.369 -3.292 -0.539
H -2.413 -5.143 -1.463
H -3.146 -6.429 -2.387
H -2.990 -4.802 -3.109
C 0.250 -6.984 -1.123
O -0.352 -8.045 -1.130
N 0.232 -6.162 -0.004
C 0.674 -4.794 -0.024
C -0.208 -6.636 1.290
H 0.756 -6.530 -1.989
H 1.663 -4.556 0.369
H 0.050 -4.078 0.511
H 0.765 -4.449 -1.054
H -0.448 -7.698 1.239
H 0.535 -6.506 2.077
H -1.124 -6.150 1.623
C -2.104 0.332 0.361
C -1.423 1.600 0.309
C -0.063 1.620 -0.042
C 0.678 0.457 -0.392
C -0.094 -0.743 -0.515
C -1.379 -0.843 -0.007
N 2.128 0.398 -0.743
O 2.552 -0.629 -1.209
O 2.766 1.433 -0.467
H -3.138 0.281 0.670
H -1.954 2.531 0.444
H 0.376 2.606 -0.038
H 0.373 -1.631 -0.917
H -1.853 -1.813 -0.033
C 4.437 -4.811 -3.418
C 4.038 -3.490 -3.511
C 2.704 -3.089 -3.787
C 1.776 -4.092 -4.003
C 2.209 -5.436 -4.086
C 3.482 -5.801 -3.676
N 0.301 -3.742 -4.226
O -0.113 -2.640 -3.812
O -0.347 -4.644 -4.781
H 5.360 -5.149 -2.971
H 4.689 -2.635 -3.409
H 2.401 -2.056 -3.704
H 1.492 -6.219 -4.287
H 3.753 -6.845 -3.625
C -6.880 -5.957 2.462
C -6.930 -4.581 2.322
C -5.792 -3.808 2.160
C -4.526 -4.444 2.050
C -4.411 -5.907 2.178
C -5.649 -6.625 2.439
N -3.415 -3.613 1.744
O -2.405 -4.196 1.368
O -3.507 -2.380 1.807
H -7.793 -6.515 2.608
H -7.856 -4.027 2.266
H -5.891 -2.738 2.049
H -3.502 -6.404 1.873
H -5.643 -7.689 2.624
C -4.619 4.207 -1.929
C -4.822 3.788 -0.602
C -5.245 2.524 -0.339
C -5.418 1.602 -1.409
C -5.025 1.985 -2.706
C -4.687 3.317 -3.004
N -5.887 0.215 -1.125
O -5.953 -0.190 0.041
O -5.963 -0.559 -2.037
H -4.174 5.177 -2.093
H -4.653 4.475 0.213
H -5.416 2.130 0.651
H -5.119 1.319 -3.551
H -4.265 3.618 -3.952
*
```

The calculation puts the orbital gap at 7.6 eV.


Entry 3:
Computed, not measured: a structure of composition C2HClN3O in a non-equilibrium geometry, with ωB97M-V with the def2-TZVPD basis set.

Geometry as ORCA input:
```
! wB97M-V def2-TZVPD RIJCOSX def2/J DEFGRID3
* xyz 1 1
C -1.020 1.121 0.236
C 0.984 -1.140 0.061
N 0.193 1.159 0.320
N 1.329 1.122 0.611
N -0.155 -1.259 -0.166
O 1.900 -0.481 0.348
Cl -2.306 1.298 -0.699
H -0.926 -1.820 -0.710
*
```

The calculation puts the orbital gap at 7.7 eV.


Entry 4:
Computed, not measured: a cluster of 2 separate species, C3H8F2O3Si in total in a non-equilibrium geometry, with ωB97M-V with the def2-TZVPD basis set.

Geometry as ORCA input:
```
! wB97M-V def2-TZVPD RIJCOSX def2/J DEFGRID3
* xyz 0 3
C -0.337 -2.838 -0.132
C 1.890 1.567 -0.548
C -1.838 1.458 0.014
O 0.555 -1.763 -0.168
O 1.718 0.409 0.239
O -1.924 0.263 0.599
F -1.070 2.436 0.706
F 0.644 -0.597 2.329
Si 0.572 -0.506 0.745
H -1.398 -2.475 0.071
H -0.041 -3.645 0.630
H -0.322 -3.335 -1.078
H 2.638 1.336 -1.350
H 2.297 2.406 0.073
H 0.866 1.924 -0.981
H -2.778 1.904 -0.082
H -1.471 1.454 -1.067
*
```

The calculation puts the orbital gap (alpha / beta) at 6.9 / 8.0 eV.


Entry 5:
Computed, not measured: a structure of composition C6H9NO in a non-equilibrium geometry, with ωB97M-V with the def2-TZVPD basis set.

Geometry as ORCA input:
```
! wB97M-V def2-TZVPD RIJCOSX def2/J DEFGRID3
* xyz 0 1
C 1.491 1.442 0.687
C 1.469 0.471 -0.343
C 2.041 -0.936 -0.313
C -0.669 -0.617 0.027
C -1.457 0.631 -0.256
C -2.858 0.558 -0.228
H 0.875 2.315 0.607
H 1.319 0.927 1.916
H 2.734 1.485 0.827
H 1.607 0.950 -1.554
H 2.191 -1.068 0.792
H 2.626 -1.662 -0.999
H -0.705 1.706 -0.531
H -3.469 -0.408 0.118
H -2.929 1.717 -0.522
N 0.534 -0.528 -0.632
O -1.012 -1.444 0.790
*
```

The calculation puts the orbital gap at 9.9 eV.


Entry 6:
Computed, not measured: a cluster of 2 separate species, C12H17Br3F6N2O3P2 in total in a non-equilibrium geometry, with ωB97M-V with the def2-TZVPD basis set.

Geometry as ORCA input:
```
! wB97M-V def2-TZVPD RIJCOSX def2/J DEFGRID3
* xyz 0 1
C -3.532 1.018 2.775
C -2.234 0.838 1.957
Br -0.898 1.951 2.831
C -2.488 1.197 0.454
Br -1.901 2.963 -0.123
O -2.063 0.156 -0.437
C -0.742 0.019 -0.565
O 0.140 0.503 0.110
C -0.341 -0.917 -1.688
C -0.576 -2.268 -1.600
C -0.166 -3.078 -2.581
P -0.491 -4.897 -2.439
N -1.980 -5.230 -2.771
N 0.459 -2.564 -3.637
C 0.665 -1.256 -3.762
Br 1.529 -0.706 -5.345
C 0.284 -0.378 -2.805
C 0.515 1.096 -2.945
C 1.997 1.541 -2.809
C 2.761 0.951 -1.604
O 3.157 1.998 -0.722
H -4.418 0.718 2.216
H -3.567 2.060 3.086
H -3.396 0.443 3.688
H -1.930 -0.206 1.990
H -3.565 1.240 0.349
H -1.086 -2.708 -0.754
H -0.121 -5.259 -1.126
H 0.444 -5.524 -3.299
H -2.398 -5.648 -1.944
H 0.797 -3.165 -4.384
H -0.063 1.663 -2.217
H 0.163 1.441 -3.920
H 2.540 1.363 -3.735
H 1.980 2.621 -2.663
H 3.675 0.480 -1.980
H 2.196 0.206 -1.046
H 4.100 2.130 -0.847
F 2.541 1.450 5.266
P 1.508 2.175 6.334
F 2.763 2.057 7.392
F 1.517 3.274 5.095
F -0.128 2.141 6.097
F 1.206 3.471 7.299
F 1.145 0.637 6.809
*
```

The calculation puts the orbital gap at 5.8 eV.